[1]
A cluster of 7 separate species, C37H63BN4O20SSi in total, computed with ωB97M-V with the def2-TZVPD basis set.

Geometry (Å):
C -6.50313 0.21850 6.77965
C -5.27703 -0.54574 7.29413
N -4.43697 -1.07718 6.21778
C -4.52325 -2.47677 5.87363
C -5.95352 -2.83762 5.80536
N -7.07037 -3.09247 5.74520
C -3.98964 -2.64228 4.43115
C -2.56196 -2.11573 4.23609
O -1.77643 -3.06855 3.54650
Si -0.11153 -2.95130 3.60640
C 0.60472 -3.98644 5.00021
C 0.59683 -3.58393 1.99795
C 0.44401 -1.18228 3.83230
C -3.82153 -3.49813 6.92647
S -2.70391 -2.65392 8.11932
C -3.03951 -4.50499 6.22289
N -2.46448 -5.29564 5.62143
B -4.86288 -4.32541 7.89405
O -5.50618 -3.66305 8.90395
N -5.06047 -5.75294 7.70121
C -6.46362 -6.08933 7.41054
C -4.54998 -6.49475 8.86896
H -7.37794 -0.43159 6.74064
H -6.31187 0.60199 5.77952
H -6.74703 1.03229 7.46308
H -5.59007 -1.32142 7.99675
H -4.65710 0.14737 7.86641
H -3.47276 -0.80398 6.32986
H -4.66648 -2.02953 3.83234
H -4.08698 -3.66280 4.06591
H -2.10853 -1.90759 5.21583
H -2.58129 -1.18287 3.66906
H 1.00953 -3.36712 5.80425
H -0.14534 -4.65131 5.43312
H 1.40424 -4.62043 4.61090
H 0.03597 -3.23670 1.12973
H 0.66359 -4.67318 1.97722
H 1.62010 -3.20203 1.93520
H 0.00871 -0.72847 4.72719
H 0.16953 -0.54856 2.99037
H 1.52897 -1.19186 3.95060
H -1.53896 -2.90396 7.50744
H -5.00124 -2.95778 9.32067
H -6.48858 -7.04522 6.88332
H -7.08233 -6.16731 8.31182
H -6.92127 -5.34204 6.76562
H -4.33589 -5.84818 9.72628
H -3.63353 -7.03194 8.61523
H -5.28271 -7.23180 9.20027
C 0.46685 -0.64330 -1.76511
C 0.63329 0.62893 -0.95777
C 1.97755 1.31545 -1.06103
O 2.06782 1.99536 0.19959
C 1.33360 1.29740 1.09384
O 1.34235 1.46891 2.27054
O 0.58329 0.36316 0.46310
H 1.41909 -0.99042 -2.16641
H 0.04982 -1.43054 -1.13876
H -0.20517 -0.48146 -2.60557
H -0.16961 1.33684 -1.17664
H 2.04229 2.02012 -1.88406
H 2.80032 0.60012 -1.12696
C -5.92009 -6.19804 3.86890
C -6.36182 -6.67809 2.50200
C -7.39290 -5.82311 1.79434
O -8.06119 -6.77698 0.96280
C -7.95820 -7.98941 1.56314
O -8.55781 -8.95949 1.23343
O -7.07685 -7.93057 2.58760
H -6.55509 -5.39042 4.23694
H -5.95380 -7.01374 4.58779
H -4.89582 -5.82685 3.83754
H -5.50134 -6.84945 1.85032
H -6.97038 -5.02986 1.18311
H -8.11746 -5.40343 2.49670
C 5.69803 4.52718 -2.74218
C 4.96244 3.99918 -3.95842
C 3.89455 4.91102 -4.52361
O 2.99441 3.97296 -5.13677
C 3.11068 2.80564 -4.47735
O 2.37567 1.87352 -4.61302
O 4.16606 2.82896 -3.63882
H 5.21324 5.41617 -2.33964
H 5.72515 3.76854 -1.96128
H 6.72347 4.78923 -2.99870
H 5.65564 3.69611 -4.74503
H 4.26125 5.61422 -5.26641
H 3.35681 5.45005 -3.74156
C 2.44410 3.04805 -8.74995
C 1.59804 4.30075 -8.82491
C 0.10162 4.10127 -8.94085
O -0.31435 5.28832 -9.62464
C 0.73278 5.72032 -10.37093
O 0.66651 6.57153 -11.19723
O 1.85473 5.04505 -10.03950
H 1.86014 2.15428 -8.97955
H 3.27497 3.10385 -9.44920
H 2.84897 2.93152 -7.74840
H 1.82461 4.96860 -7.99015
H -0.41119 4.02328 -7.98601
H -0.14199 3.23764 -9.56490
C 7.36463 -1.10671 -7.51407
C 6.19335 -0.21525 -7.87572
C 6.19418 0.36485 -9.27600
O 5.45120 1.57747 -9.10144
C 5.60896 1.97372 -7.81895
O 5.27221 3.03220 -7.39217
O 6.19620 1.00011 -7.09189
H 8.15627 -1.05563 -8.26224
H 7.78128 -0.80306 -6.55549
H 7.04965 -2.14532 -7.43350
H 5.24359 -0.71638 -7.67496
H 5.71034 -0.26154 -10.02020
H 7.20332 0.62181 -9.60655
C 7.36087 9.27399 -3.88175
C 5.95029 9.43811 -3.35158
C 5.81885 9.87933 -1.90762
O 4.55664 9.31711 -1.53048
C 4.34812 8.22551 -2.29685
O 3.48997 7.42128 -2.12109
O 5.25736 8.16960 -3.29851
H 8.09974 9.31534 -3.08086
H 7.46014 8.31525 -4.38775
H 7.59984 10.05991 -4.59561
H 5.36193 10.09083 -4.00057
H 5.80011 10.95674 -1.76962
H 6.59596 9.43828 -1.27874

Atoms 1-2, force components in eV/Å:
C -0.1 -0.4 0.2
C 0.1 0.4 0.1

## Properties
HOMO   -8.942 eV
HOMO-LUMO gap   9.125 eV
Lowest unoccupied orbital energy   0.18 eV
SMILES string   CCN[C@@](C#N)(CCO[Si](C)(C)C)[C@](S)(C#N)B(O)N(C)C.C[C@@H]1COC(=O)O1.C[C@@H]1COC(=O)O1.C[C@@H]1COC(=O)O1.C[C@@H]1COC(=O)O1.C[C@@H]1COC(=O)O1.C[C@@H]1COC(=O)O1
Net charge   0

=====

[2]
A cluster of 2 separate species, C11H23N3OSi in total, computed with ωB97M-V with the def2-TZVPD basis set.

Geometry (Å):
C 0.28488 -2.07851 3.19402
Si -1.08181 -1.71554 1.94803
C -0.81079 -0.07325 1.06724
C -1.20567 -3.11456 0.70258
C -2.69083 -1.60768 3.00062
C -2.48243 -0.65660 4.09172
N -2.24369 0.19930 4.82333
C -3.97286 -1.25377 2.18053
C -4.50825 -2.48878 1.59480
N -4.85290 -3.49798 1.16922
H 0.37005 -1.27335 3.92255
H 1.23639 -2.29130 2.70969
H -0.01397 -2.98503 3.73232
H -0.05427 -0.18357 0.28972
H -0.54293 0.72418 1.75867
H -1.74040 0.20771 0.56141
H -1.91678 -3.87640 1.02747
H -1.46733 -2.76871 -0.29777
H -0.24360 -3.62521 0.60818
H -2.82412 -2.61070 3.41528
H -3.73808 -0.54172 1.39252
H -4.70779 -0.82264 2.85770
C 0.53795 2.82852 -1.88844
O 1.35483 1.76016 -1.44681
C 1.95692 0.99528 -2.47398
C 3.21668 1.61600 -3.09509
C 2.93684 2.77433 -4.04746
N 4.17786 2.05599 -2.07965
H 0.00758 2.57407 -2.81067
H 1.11890 3.74104 -2.03749
H -0.19546 3.02331 -1.10589
H 2.24707 0.05491 -1.99721
H 1.21573 0.74820 -3.24628
H 3.69395 0.82340 -3.67930
H 2.71991 3.69940 -3.51434
H 3.81098 2.96417 -4.66983
H 2.09535 2.55243 -4.70698
H 4.46660 1.25848 -1.52052
H 3.68529 2.65829 -1.42529

Atoms 1-2, force components in eV/Å:
C -0.7 -0.2 -0.2
Si 0.8 0.2 0.0

## Properties
HOMO   -9.398 eV
HOMO-LUMO gap   9.898 eV
Lowest unoccupied orbital energy   0.50 eV
SMILES string   C[Si](C)(C)[C@@H](C#N)CC#N.COC[C@@H](C)N
Net charge   0

=====

[3]
An isolated molecule of C5H10O2 at a distorted geometry, computed with ωB97M-V with the def2-TZVPD basis set.

Geometry (Å):
O -1.64091 -0.24594 1.74107
C -1.64849 -0.31422 0.32054
C -0.35858 0.41455 -0.08230
C 0.90623 0.21904 0.81078
C 2.02663 0.21619 -0.21868
O 1.45018 -0.27394 -1.43839
C 0.00897 -0.06637 -1.48826
H -2.15479 -0.95508 2.12080
H -1.84268 -1.29017 -0.28238
H -2.52291 0.23181 -0.02407
H -0.54598 1.50053 -0.12340
H 1.08663 1.00950 1.55961
H 0.89362 -0.73486 1.34312
H 2.87260 -0.41914 0.11096
H 2.43053 1.21993 -0.39276
H -0.31751 -1.07328 -1.76294
H -0.66769 0.58979 -2.24897

Atoms 1-2, force components in eV/Å:
O -0.2 -0.8 0.0
C -0.3 0.3 -0.5

## Properties
HOMO   -9.384 eV
ΔE to the lowest compared entry with this formula, charge and spin   271.4 kJ/mol
HOMO-LUMO gap   10.224 eV
Lowest unoccupied orbital energy   0.84 eV
SMILES string   OC[C@H]1CCOC1
Net charge   0

=====

[4]
An isolated molecule of C4H7FO at a distorted geometry, computed with ωB97M-V with the def2-TZVPD basis set.

Geometry (Å):
C 1.17607 -0.83272 -0.60592
C 0.72434 -0.01315 0.56558
C -0.44810 0.89864 0.31853
F -0.23091 1.94932 -0.44833
C -1.68812 0.14904 -0.24841
O -1.98376 -1.04604 -0.01640
H 0.35992 -1.54334 -0.85519
H 1.90454 -1.50003 -0.19116
H 1.50787 -0.15810 -1.34275
H 0.40312 -0.73422 1.34974
H 1.44731 0.68758 0.98126
H -0.79005 1.31623 1.33425
H -2.38223 0.82680 -0.84121

Atoms 1-2, force components in eV/Å:
C -1.1 -1.0 1.4
C -0.8 0.2 1.1

## Properties
HOMO   -10.057 eV
ΔE to the lowest compared entry with this formula, charge and spin   81.9 kJ/mol
HOMO-LUMO gap   10.619 eV
Lowest unoccupied orbital energy   0.56 eV
SMILES string   CC[C@@H](F)C=O
Net charge   0

=====

[5]
An isolated molecule of C5H10O at a distorted geometry, computed with ωB97M-V with the def2-TZVPD basis set.

Geometry (Å):
C -0.21460 -1.87154 -0.49257
C 0.62302 -0.91452 0.34090
C -0.19930 0.28168 0.66865
C 0.29024 1.69580 0.91414
C -0.52831 1.35382 -0.30125
O 0.30228 1.36816 -1.43861
H -0.58343 -1.35557 -1.38797
H -1.09632 -2.20299 0.07007
H 0.35508 -2.74769 -0.80451
H 0.95539 -1.39405 1.27165
H 1.51616 -0.57964 -0.19186
H -1.04508 0.08471 1.33598
H -0.01560 1.80845 1.93252
H 1.27332 2.08218 0.65243
H -1.55357 1.65546 -0.50759
H -0.07928 0.73574 -2.06197

Atoms 1-2, force components in eV/Å:
C 0.0 -0.2 -0.1
C 0.1 -0.1 -0.1

## Properties
HOMO   -9.489 eV
ΔE to the lowest compared entry with this formula, charge and spin   168.9 kJ/mol
HOMO-LUMO gap   10.455 eV
Lowest unoccupied orbital energy   0.97 eV
SMILES string   CC[C@H]1C[C@H]1O
Net charge   0

=====

[6]
The ion C6H10NO3Se with charge -1 at a distorted geometry, computed with ωB97M-V with the def2-TZVPD basis set.

Geometry (Å):
C -2.63845 1.64815 -0.04106
Se -2.77439 -0.20470 -0.75480
C -2.27415 -1.07492 0.94199
C -0.68141 -0.82246 1.22218
O -0.35545 -0.72552 2.42874
O 0.15220 -1.70149 0.36019
C 0.35727 -0.29584 0.04487
N 1.69559 0.19820 0.45768
C 2.69788 0.41956 -0.43491
C 2.78682 -0.55514 -1.61546
O 3.59655 1.19270 -0.21889
H -1.75822 2.17239 -0.36359
H -3.34091 2.39920 -0.41780
H -2.54884 1.59901 1.03457
H -2.37947 -2.08198 0.86230
H -2.86926 -0.53262 1.72869
H 0.31189 -0.02678 -0.99366
H 1.70426 0.80335 1.30407
H 1.86569 -1.15622 -1.74641
H 2.92133 -0.04356 -2.50439
H 3.53108 -1.21131 -1.29432

Atoms 1-2, force components in eV/Å:
C 0.3 0.3 -0.6
Se -0.4 0.6 0.3

## Properties
HOMO   -3.833 eV
ΔE to the lowest compared entry with this formula, charge and spin   168.4 kJ/mol
HOMO-LUMO gap   6.810 eV
Lowest unoccupied orbital energy   2.98 eV
SMILES string   C[Se]C[C@@]1([O-])O[C@@H]1NC(C)=O
Net charge   -1